95
Properties=species:S:1:pos:R:3 method="wB97M-V/def2-TZVPD" gap_ev="5.141 / 5.417" fmax_ev_per_a=0.539 homo_ev="-1.1 / -1.8" total_charge=-2 lumo_ev="4.084 / 3.619" total_energy_ha=-7715.348201 spin_multiplicity=2
Pb 0.32 0.16 0.55
C 4.16 1.18 -2.21
C 2.97 0.39 -1.70
O 2.06 1.08 -1.14
C 2.97 -0.98 -1.91
C 1.91 -1.91 -1.69
C 2.08 -3.27 -2.34
N 0.81 -1.66 -1.03
N -0.12 -2.69 -1.08
C -1.24 -2.41 -0.48
O -1.56 -1.34 0.15
C -2.29 -3.49 -0.56
C -1.96 -4.82 -0.83
C -2.95 -5.78 -0.92
C -4.29 -5.44 -0.75
C -4.62 -4.12 -0.47
C -3.62 -3.15 -0.36
H 3.94 1.57 -3.21
H 5.06 0.56 -2.27
H 4.34 2.02 -1.54
H 3.85 -1.39 -2.39
H 3.08 -3.37 -2.76
H 1.34 -3.39 -3.14
H 1.89 -4.06 -1.62
H -0.92 -5.07 -0.97
H -2.68 -6.81 -1.13
H -5.06 -6.19 -0.83
H -5.66 -3.84 -0.32
H -3.87 -2.13 -0.12
Br -4.58 -1.86 3.09
C -2.75 -2.38 3.10
C -2.51 -3.74 2.93
C -1.22 -4.22 2.90
C -0.15 -3.34 3.06
C -0.41 -1.99 3.21
C -1.71 -1.47 3.22
C -1.86 0.05 3.35
O -2.76 0.49 4.08
O -1.01 0.72 2.69
H -3.35 -4.41 2.80
H -1.04 -5.28 2.74
H 0.87 -3.70 3.04
H 0.42 -1.30 3.34
C 0.74 4.57 0.34
Si -0.01 4.05 -1.30
C 1.37 4.05 -2.58
C -1.19 5.43 -1.84
Ge -1.05 1.92 -1.11
Si -3.24 2.29 -0.25
C -4.20 0.72 0.05
C -3.08 3.25 1.35
C -4.31 3.34 -1.42
Si -1.25 1.11 -3.32
C -1.97 2.44 -4.47
C 0.35 0.57 -4.14
C -2.45 -0.34 -3.39
H 1.13 5.59 0.30
H 1.56 3.89 0.60
H 0.00 4.50 1.15
H 1.97 4.97 -2.52
H 0.97 3.95 -3.59
H 2.03 3.19 -2.39
H -0.62 6.35 -2.01
H -1.95 5.62 -1.08
H -1.70 5.16 -2.77
H -3.51 -0.08 0.34
H -4.74 0.40 -0.84
H -4.92 0.85 0.87
H -2.52 2.66 2.09
H -4.07 3.47 1.78
H -2.55 4.19 1.19
H -4.56 2.77 -2.32
H -3.80 4.26 -1.73
H -5.24 3.62 -0.92
H -1.31 3.31 -4.50
H -2.95 2.77 -4.13
H -2.06 2.04 -5.49
H 1.01 1.43 -4.29
H 0.14 0.11 -5.11
H 0.89 -0.15 -3.51
H -3.43 -0.05 -3.00
H -2.09 -1.17 -2.77
H -2.58 -0.70 -4.41
Te 3.09 0.60 1.73
C 3.13 0.27 3.83
C 4.32 -0.05 4.48
C 4.35 -0.26 5.85
C 3.19 -0.15 6.61
C 2.00 0.18 5.97
C 1.97 0.39 4.60
H 5.23 -0.14 3.90
H 5.29 -0.51 6.34
H 3.21 -0.33 7.68
H 1.08 0.28 6.55
H 1.03 0.68 4.12